The following is a DFT calculation (the ωB97M-V functional and the def2-TZVPD basis) of a molecular structure, C12H5F14InNPS in a non-equilibrium geometry.

```
! RIJCOSX wB97M-V def2-TZVPD def2/J DEFGRID3
* xyz 1 2
In 1.0796 0.7176 0.6328
F -0.9831 0.3315 0.9773
P -1.4626 1.7731 1.9816
F -0.3320 1.1112 2.9744
F -1.7000 3.0496 2.8150
F -0.1024 2.4853 1.1949
F -2.3103 2.2439 0.7624
F -2.5543 0.8896 2.6268
F -1.6930 -5.8150 -0.8339
C -1.1122 -4.8464 -0.1957
C -0.7830 -5.0303 1.1593
F -1.0291 -6.2145 1.6827
C -0.0775 -4.0603 1.8190
F 0.2492 -4.2398 3.1016
C 0.2996 -2.8310 1.2015
S 1.1224 -1.5963 2.0298
C -0.1004 -2.7026 -0.1528
F 0.2395 -1.5662 -0.8163
C -0.8260 -3.6495 -0.8501
F -1.1526 -3.4122 -2.1164
C -0.3795 3.2766 -3.2082
C 0.8745 3.5152 -2.5904
C 1.2319 2.6205 -1.6268
N 0.4559 1.5925 -1.2409
C -0.7473 1.3839 -1.8031
C -1.2125 2.2295 -2.8135
H -0.7438 3.9559 -4.0112
H 1.4903 4.3576 -2.8494
H 2.1886 2.6557 -1.1018
H -1.3632 0.5798 -1.4012
H -2.1694 1.9966 -3.2279
F 3.9815 0.2365 1.1377
C 3.0794 1.2030 1.2834
F 3.5706 2.3526 0.8040
F 2.9712 1.4062 2.6553
*
```

Output
* <S²>: 0.778
* gap between HOMO and LUMO (spin up / spin down): 9.55 / 6.78 eV
* F_max: 2.02 eV Å⁻¹
* electronic energy: -2842.7526 hartree
* LUMO energy (spin up / spin down): -0.13512 / -0.25584 Ha

Charges obtained by Löwdin population analysis, quoted in units of e: In 0.966; F -0.270; P 0.264; F -0.163; F -0.024; F -0.190; F -0.059; F -0.040; F 0.215; C -0.099; C -0.123; F 0.177; C -0.188; F 0.131; C -0.474; S 0.991; C -0.178; F 0.046; C -0.114; F 0.160; C 0.003; C 0.003; C -0.108; N -0.050; C -0.086; C -0.002; H 0.137; H 0.124; H 0.112; H 0.122; H 0.117; F 0.099; C -0.632; F 0.092; F 0.041